No. 1
# C45H50BrIN3O3P2TeTi

A molecular structure, C45H50BrIN3O3P2TeTi at a distorted geometry (wB97M-V/def2-TZVPD, the Open Molecules 2025 dataset).

```
107
Properties=species:S:1:pos:R:3:forces:R:3
Ti 1.452 -1.247 -0.165 1.1435 2.3803 0.8155
C 0.679 -2.214 3.329 -0.0792 0.0875 -0.1504
P 2.001 -1.437 2.311 0.3556 -0.4739 0.7721
C 2.712 -0.168 3.419 -0.1072 0.2450 -0.1779
C 3.340 -2.703 2.479 0.0437 0.0213 -0.0727
C 3.617 -3.254 3.732 -0.0163 -0.0120 -0.0255
C 4.645 -4.165 3.903 0.0145 0.0144 -0.0034
C 5.410 -4.554 2.812 -0.0108 -0.0101 0.0065
C 5.143 -4.021 1.563 -0.0047 0.0355 -0.0092
C 4.120 -3.089 1.382 -0.1072 0.0015 0.0359
P 3.823 -2.314 -0.259 0.6739 -0.2756 0.6546
C 4.180 -3.679 -1.424 -0.1763 0.0676 -0.0288
C 5.340 -1.298 -0.383 -0.1714 0.1473 -0.1848
H 0.724 -3.293 3.188 -0.0106 -0.0023 0.0208
H -0.296 -1.866 2.984 0.0164 0.0582 0.0466
H 0.786 -1.974 4.386 0.0009 -0.0348 0.0179
H 2.084 0.722 3.435 -0.0142 -0.0335 0.0138
H 3.692 0.114 3.032 -0.0130 0.0206 -0.0140
H 2.828 -0.557 4.431 0.0020 -0.0004 0.0007
H 3.015 -2.973 4.589 0.0222 0.0157 -0.0131
H 4.855 -4.567 4.886 -0.0351 -0.0212 -0.0169
H 6.214 -5.269 2.936 -0.0146 0.0030 -0.0064
H 5.745 -4.336 0.718 -0.0069 0.0207 0.0161
H 5.237 -3.940 -1.437 -0.0022 -0.0382 0.0097
H 3.884 -3.368 -2.429 0.0215 -0.0145 -0.0017
H 3.584 -4.548 -1.144 0.0044 -0.0002 -0.0307
H 6.208 -1.846 -0.019 0.0091 -0.0306 -0.0394
H 5.198 -0.390 0.203 0.0041 0.0063 -0.0136
H 5.503 -1.009 -1.424 0.0189 0.0339 0.0374
I 0.780 -2.787 -6.141 0.0109 0.0524 0.0964
C 1.393 -1.917 -4.375 -0.0715 -0.1377 -0.2567
C 2.471 -1.076 -4.195 0.0511 -0.1078 -0.2305
N 2.517 -0.791 -2.894 0.2592 0.4222 0.1257
N 1.511 -1.358 -2.217 -0.0632 -0.6285 -1.5502
C 0.821 -2.059 -3.108 -0.0910 0.0202 -0.0937
H 3.195 -0.692 -4.896 -0.0636 0.0442 0.0404
H 3.079 -0.104 -2.391 -0.0336 -0.0822 0.1216
H -0.056 -2.614 -2.816 0.0181 0.0020 0.0305
Br -0.737 -8.305 0.876 -0.0098 0.0325 -0.0132
C -1.327 -6.610 0.262 0.1172 -0.1342 0.0950
C -2.581 -6.499 -0.316 -0.0060 0.0745 -0.0301
C -3.006 -5.253 -0.757 -0.0516 0.0186 -0.0030
C -2.193 -4.141 -0.610 -0.1887 0.1573 -0.1321
C -0.933 -4.278 -0.049 0.0816 -0.1742 -0.0200
C -0.491 -5.519 0.392 0.1063 -0.0248 0.0528
C -0.026 -3.115 0.016 0.0474 -0.0885 0.1032
O 1.205 -3.233 0.342 -0.3253 -1.2140 -0.0032
O -0.408 -1.960 -0.289 -1.6653 -0.8048 -0.1663
H -3.212 -7.371 -0.422 0.0179 0.0140 0.0023
H -3.977 -5.158 -1.227 -0.0143 0.0233 0.0546
H -2.517 -3.159 -0.933 -0.0066 -0.0359 -0.0120
H 0.498 -5.607 0.822 -0.0214 -0.0580 -0.0109
C -8.090 2.827 -1.126 0.0840 -0.0292 -0.0163
C -6.653 2.416 -0.923 -0.0556 0.0254 0.0221
C -6.127 2.226 0.347 0.0794 0.0207 0.0344
C -4.803 1.830 0.545 -0.0779 0.0106 -0.0963
C -4.342 1.615 1.967 -0.0184 0.0474 -0.1118
C -3.948 1.624 -0.556 0.0379 -0.3250 0.4248
Te -1.850 0.829 -0.258 -1.7705 0.8962 -0.5603
N 0.495 0.539 -0.196 1.1620 -0.2570 0.5645
C 1.572 1.046 -0.685 -0.3276 -0.1297 0.6519
O 2.703 0.418 -0.384 0.6936 0.4718 -0.6287
C 1.653 2.165 -1.671 0.2420 -0.1316 -0.0885
C 0.704 2.265 -2.682 -0.0176 -0.0085 -0.0458
C 0.848 3.220 -3.680 0.0221 0.0003 0.0171
C 1.935 4.085 -3.662 -0.0035 -0.0074 -0.0120
C 2.886 3.987 -2.654 -0.0166 -0.0108 0.0506
C 2.754 3.019 -1.669 -0.0372 0.0538 0.0204
C -1.320 2.594 0.827 0.2451 0.0362 -0.1914
C -0.806 2.453 2.127 -0.0127 -0.0351 -0.0417
C -0.746 1.116 2.819 0.0018 0.1010 -0.0278
C -0.306 3.568 2.795 -0.0316 0.0288 0.0011
C -0.306 4.829 2.215 0.0333 0.0191 0.0706
C 0.274 6.022 2.933 -0.0555 -0.0357 -0.0571
C -0.850 4.959 0.947 -0.0322 -0.0077 -0.0737
C -1.357 3.870 0.240 -0.0409 -0.0550 0.0374
C -1.944 4.130 -1.123 0.0517 0.0055 0.0962
C -4.484 1.812 -1.843 0.1589 -0.0192 -0.0188
C -3.668 1.634 -3.111 -0.1702 0.0178 0.1319
C -5.814 2.203 -2.005 0.0673 0.0228 -0.0286
H -8.614 2.906 -0.173 0.0052 0.0031 -0.0246
H -8.619 2.100 -1.746 -0.0036 0.0268 0.0246
H -8.155 3.794 -1.630 -0.0051 -0.0173 0.0210
H -6.767 2.381 1.213 0.0271 -0.0166 -0.0431
H -5.178 1.702 2.662 0.0188 0.0002 -0.0144
H -3.584 2.351 2.251 -0.0133 -0.0765 -0.0047
H -3.900 0.622 2.078 0.0251 0.0375 0.0175
H -0.129 1.571 -2.686 -0.0422 0.0499 0.0350
H 0.118 3.285 -4.477 -0.0086 -0.0013 0.0398
H 2.047 4.831 -4.440 -0.0156 -0.0148 0.0273
H 3.733 4.662 -2.641 -0.0098 -0.0080 0.0050
H 3.494 2.917 -0.884 0.0140 -0.0026 -0.0301
H -0.018 0.484 2.307 -0.0056 -0.0766 0.0168
H -1.705 0.600 2.771 0.0032 0.0047 0.0021
H -0.461 1.229 3.868 0.0375 0.0166 -0.0475
H 0.098 3.447 3.797 -0.0180 -0.0175 -0.0336
H 0.664 5.741 3.912 -0.0127 0.0149 -0.0139
H -0.480 6.799 3.076 0.0219 -0.0208 0.0148
H 1.089 6.463 2.355 -0.0125 -0.0107 0.0248
H -0.870 5.940 0.478 0.0026 -0.0591 0.0149
H -1.480 5.005 -1.582 -0.0186 -0.0332 0.0308
H -3.020 4.310 -1.043 0.0133 -0.0252 -0.0311
H -1.807 3.272 -1.776 -0.0016 -0.0189 -0.0539
H -2.759 1.074 -2.920 0.0807 -0.0151 -0.0535
H -3.390 2.608 -3.526 0.0162 -0.0363 0.0117
H -4.249 1.107 -3.872 0.0067 0.0386 0.0275
H -6.201 2.344 -3.013 0.0251 -0.0296 0.0530
```
Forces are in eV/Å.

## Properties
HOMO level (alpha / beta): -6.1695 / -6.1698 eV
spin multiplicity: 2
total charge: 0
energy above the lowest of the compared OMol25 structures with the same formula, charge and spin: 1.5509 eV
expectation value of S²: 0.755
orbital gap (alpha / beta): 6.2 / 6.2 eV

Here are the Mulliken charges for atoms 1 to 4, given in e:
1. Ti -0.575
2. C -1.660
3. P 2.456
4. C -1.275

---

No. 2
# C45H50CdN8SSi

A molecular structure, C45H50CdN8SSi at a distorted geometry (wB97M-V/def2-TZVPD, the Open Molecules 2025 dataset).

```
106
Properties=species:S:1:pos:R:3:forces:R:3
Cd 0.312 -0.476 -0.254 -0.2079 -0.0090 0.0214
C -3.404 -0.681 1.186 0.0325 -0.0505 0.1160
N -2.696 -0.223 0.004 -0.0154 0.1085 -0.1150
C -2.905 1.191 -0.243 -0.0374 0.0707 -0.0052
C -2.944 -1.095 -1.097 0.1656 -0.0911 0.0676
C -3.836 -0.768 -2.099 -0.1066 -0.0160 -0.0127
C -4.077 -1.628 -3.159 -0.1314 -0.0025 -0.2267
C -3.390 -2.828 -3.219 -0.2768 0.0046 -0.1965
C -2.493 -3.171 -2.234 0.1245 0.0518 0.0801
C -2.240 -2.331 -1.130 -0.2988 -0.1094 -0.1653
N -1.317 -2.573 -0.163 0.6091 0.7739 0.3795
C -0.860 -3.814 0.111 -0.1674 -0.2828 -0.0738
C -1.614 -4.982 -0.122 -0.1524 -0.0081 0.0913
C -1.090 -6.243 0.054 0.0539 -0.2974 -0.0913
C 0.210 -6.401 0.500 -0.0076 -0.2502 0.0254
C 0.910 -5.274 0.910 0.1595 -0.0294 0.0539
C 0.387 -4.001 0.782 -0.1546 0.1313 -0.0150
N 0.989 -2.851 1.372 0.0987 -0.1599 -0.1395
C 0.200 -2.429 2.527 0.0062 0.1136 0.0894
C 2.400 -2.957 1.689 0.1431 0.1344 -0.0065
H -3.265 0.037 1.995 0.0229 -0.0470 0.0349
H -3.006 -1.652 1.482 -0.0235 -0.0138 0.0558
H -4.489 -0.786 1.001 0.0925 0.0730 -0.0197
H -3.971 1.482 -0.242 0.0535 -0.0245 -0.0558
H -2.458 1.463 -1.200 0.0153 0.0153 -0.0082
H -2.401 1.762 0.539 -0.0344 -0.0003 0.0268
H -4.373 0.169 -2.052 0.0345 0.1015 0.0034
H -4.769 -1.348 -3.940 -0.0555 0.0205 -0.0496
H -3.559 -3.510 -4.046 0.0374 0.0265 -0.0542
H -1.928 -4.086 -2.327 -0.0690 -0.0793 0.0147
H -2.647 -4.875 -0.430 0.0968 0.0009 -0.1035
H -1.699 -7.110 -0.177 -0.0109 -0.0298 0.0097
H 0.655 -7.383 0.589 0.0240 -0.0524 0.0272
H 1.882 -5.415 1.359 0.1105 0.0792 0.0799
H 0.330 -3.127 3.373 -0.0097 -0.0058 -0.0689
H -0.847 -2.410 2.235 -0.0241 0.0597 0.0494
H 0.488 -1.425 2.832 -0.0132 0.0159 0.0220
H 2.905 -3.463 0.859 -0.1187 -0.0299 0.1104
H 2.566 -3.555 2.608 -0.0149 -0.0479 -0.1492
H 2.845 -0.992 0.969 0.0591 0.1197 0.0635
S 4.552 -3.619 -2.554 -0.7529 0.2638 0.1489
C 3.577 -2.441 -1.662 -0.4704 -0.5503 -0.7177
N 2.312 -2.448 -1.912 0.9394 0.9575 1.0651
C 1.990 -3.385 -2.833 0.1025 -1.3906 -1.2574
C 0.713 -3.640 -3.343 0.3771 0.2258 0.2823
C 0.546 -4.629 -4.283 -0.1844 -0.0657 -0.0730
C 1.621 -5.386 -4.743 0.5371 0.0356 0.1426
C 2.904 -5.148 -4.263 -0.3262 -0.4001 -0.4535
C 3.077 -4.155 -3.322 0.0595 0.5893 0.5701
H 4.064 -1.771 -0.983 0.0592 0.2851 0.3027
H -0.109 -3.042 -2.999 -0.2183 0.0885 0.0972
H -0.441 -4.823 -4.677 -0.1052 0.0183 -0.0058
H 1.464 -6.160 -5.483 -0.0132 -0.0186 -0.0217
H 3.745 -5.722 -4.626 0.0425 -0.0525 -0.0199
C 3.161 2.052 -1.100 -0.5692 0.1633 -0.0659
Si 1.501 2.646 -1.864 0.1722 0.3569 0.5386
C 0.510 3.610 -0.536 0.4485 -0.4349 -0.4016
C 2.074 4.029 -3.088 -0.2949 -0.5469 0.1136
N 0.620 1.297 -2.367 0.2477 0.2782 0.3572
C 0.098 0.917 -3.545 0.1317 0.0578 0.3281
C 0.088 1.716 -4.710 -0.0064 0.0865 -0.1556
C -0.463 1.262 -5.890 -0.0125 0.0919 -0.1656
C -1.025 -0.003 -5.977 -0.1047 -0.0755 -0.4096
C -1.029 -0.808 -4.846 -0.0479 -0.0904 -0.0544
C -0.492 -0.358 -3.664 -0.0383 -0.1928 0.0116
H 3.633 2.828 -0.504 0.1037 0.2447 0.1668
H 3.869 1.750 -1.868 0.0604 -0.0780 -0.2601
H 2.985 1.193 -0.455 -0.0675 -0.1542 0.1111
H 1.114 4.363 -0.039 0.1769 0.1765 0.1302
H 0.141 2.929 0.226 -0.0807 -0.1260 0.1534
H -0.348 4.113 -0.976 -0.1667 0.0357 -0.1924
H 2.722 4.748 -2.594 0.1170 0.0637 0.2646
H 1.226 4.578 -3.489 -0.1898 0.1017 -0.0998
H 2.628 3.612 -3.925 0.1094 -0.1007 -0.2026
H 0.530 2.700 -4.662 0.0094 0.1182 -0.0416
H -0.455 1.909 -6.763 0.0126 -0.0134 0.0178
H -1.448 -0.360 -6.908 -0.0257 0.0076 -0.0311
H -1.468 -1.795 -4.901 -0.0158 -0.0712 0.0790
H -0.492 -0.974 -2.771 -0.0847 -0.0671 -0.0591
C 3.024 -1.578 1.874 -0.1605 -0.2363 -0.0878
H 4.094 -1.666 2.050 0.1743 0.0025 0.0249
H 2.572 -1.050 2.708 0.0075 0.1471 0.0320
N 0.706 5.355 4.874 0.1171 -0.2861 -0.2552
C 0.127 6.233 5.742 -0.2414 0.2894 0.2935
C 0.586 7.380 6.354 0.0361 -0.0111 -0.0390
C -0.298 8.051 7.200 0.1682 0.2251 0.1120
C -1.581 7.570 7.421 -0.1725 0.2355 0.2066
C -2.047 6.412 6.818 0.1365 -0.1710 -0.1498
C -1.187 5.723 5.958 0.2145 0.3001 0.0977
N -1.377 4.590 5.248 -0.3061 -0.3507 -0.0988
C -0.235 4.357 4.588 0.0900 -0.0924 -0.1227
C 0.033 3.260 3.755 0.0456 -0.0604 -0.1225
C 1.278 3.030 3.101 0.0951 0.2149 0.2368
C 1.488 1.878 2.401 0.1181 -0.3319 -0.0826
N 0.593 0.874 2.255 0.0034 0.2696 -0.0398
C -0.609 1.115 2.842 0.1043 -0.2112 -0.0760
C -0.932 2.233 3.549 -0.1520 0.1252 0.2317
H 1.630 5.417 4.489 -0.0921 -0.0253 0.0278
H 1.590 7.748 6.189 0.0452 0.0285 -0.0249
H 0.025 8.959 7.694 -0.0026 0.0138 0.0122
H -2.237 8.123 8.083 -0.0105 -0.0060 0.0232
H -3.045 6.044 7.007 -0.0738 -0.0537 -0.0346
H 2.081 3.754 3.180 0.0912 -0.0306 -0.1007
H 2.449 1.706 1.927 0.0767 0.0560 -0.0848
H -1.320 0.306 2.739 -0.1404 -0.0059 -0.0208
H -1.901 2.352 4.011 -0.1128 -0.1168 -0.0168
```
Forces are in eV/Å.

## Properties
HOMO level (alpha / beta): -0.4540 / -0.0604 eV
total charge: -2
energy above the lowest of the compared OMol25 structures with the same formula, charge and spin: 0.7731 eV
orbital gap (alpha / beta): 4.1 / 3.7 eV

Here are the Mulliken charges for atoms 1 to 4, given in e:
1. Cd 2.001
2. C -1.248
3. N 1.306
4. C -1.160